No. 1
Computed, not measured: the ion C4H7N with charge -1, with the ωB97M-V functional and the def2-TZVPD basis.

For the total energy, the calculation gives -5749.41551 eV. Its total charge is -1. Its orbital gap (spin up / spin down) is 4.691 / 6.733 eV. As for the expectation value of S²: 0.762. As for the spin multiplicity: 2.

Geometry (Å):
C 1.05 -1.77 1.27
C 0.37 -1.13 0.10
C 0.09 0.20 0.01
N -0.47 0.87 -1.01
C -1.17 2.00 -0.74
H 2.07 -2.12 1.01
H 1.27 -0.99 2.00
H 0.51 -2.60 1.75
H 0.03 -1.73 -0.74
H 0.25 0.83 0.90
H -1.77 2.05 0.17
H -1.25 2.73 -1.53

Löwdin population analysis, charges in e, atoms 1 to 4: C -0.1989; C -0.2473; C -0.3610; N -0.1629

No. 2
Computed, not measured: an isolated molecule of C4H7N, with the ωB97M-V functional and the def2-TZVPD basis.

For the total energy, the calculation gives -5746.54313 eV. Its orbital gap is 6.757 eV. As for the spin multiplicity: 1.

Geometry (Å):
N 2.39 0.39 -0.40
C 1.07 0.01 0.09
C -0.01 0.46 -0.71
C -1.35 0.22 -0.37
C -1.83 -0.53 0.66
H 3.06 0.29 0.37
H 0.77 -0.05 1.13
H 1.79 -0.85 -0.26
H 0.29 1.04 -1.57
H -2.09 0.70 -1.01
H -2.90 -0.56 0.78
H -1.17 -1.11 1.28

Löwdin population analysis, charges in e, atoms 1 to 4: N 0.0232; C -0.3218; C -0.1029; C -0.2161

No. 3
Computed, not measured: an isolated molecule of C4H7N, with the ωB97M-V functional and the def2-TZVPD basis.

For the total energy, the calculation gives -5751.39071 eV. Its orbital gap is 12.544 eV. As for the spin multiplicity: 1.

Geometry (Å):
C -0.50 -1.21 -0.60
C 0.38 -0.54 0.44
C 0.65 0.94 0.12
C -0.55 1.76 0.33
N -1.49 2.38 0.49
H -1.46 -0.68 -0.69
H -0.74 -2.22 -0.28
H -0.01 -1.21 -1.57
H 1.35 -1.05 0.49
H -0.04 -0.59 1.44
H 0.96 1.07 -0.92
H 1.45 1.35 0.75

Löwdin population analysis, charges in e, atoms 1 to 4: C -0.1079; C -0.2674; C -0.1958; C -0.2455

No. 4
Computed, not measured: an isolated molecule of C4H7N, with the ωB97M-V functional and the def2-TZVPD basis.

For the total energy, the calculation gives -5749.77722 eV. Its orbital gap is 10.645 eV. As for the spin multiplicity: 1.

Geometry (Å):
C -0.88 -1.05 1.33
N -0.12 -0.02 1.49
C 0.46 0.68 0.38
C -0.27 0.79 -0.94
C 0.95 -0.08 -0.83
H -1.17 -1.47 0.36
H -1.30 -1.55 2.22
H 1.05 1.54 0.68
H -0.18 1.73 -1.47
H -1.24 0.32 -1.06
H 0.83 -1.15 -0.87
H 1.86 0.27 -1.29

Löwdin population analysis, charges in e, atoms 1 to 4: C -0.0544; N 0.0037; C -0.3452; C -0.1211

No. 5
Computed, not measured: a structure of composition C4H7N, with the ωB97M-V functional and the def2-TZVPD basis.

For the total energy, the calculation gives -5746.76344 eV. Its orbital gap is 6.476 eV. As for the spin multiplicity: 1.

Geometry (Å):
C 0.80 1.28 0.82
C -0.30 -0.47 -0.33
C -1.21 -0.93 0.60
C -0.01 -0.74 -1.70
N 0.53 0.52 -0.39
H 0.86 0.56 1.64
H 1.76 1.81 0.77
H -0.01 1.99 1.03
H -1.63 -1.89 0.35
H -1.31 -0.55 1.61
H 0.79 -1.45 -1.86
H -0.29 -0.14 -2.55

Löwdin population analysis, charges in e, atoms 1 to 4: C -0.0934; C -0.5896; C 0.0129; C 0.2399

No. 6
Computed, not measured: an isolated molecule of C4H7N, with the ωB97M-V functional and the def2-TZVPD basis.

For the total energy, the calculation gives -5746.63966 eV. Its orbital gap is 9.729 eV. As for the spin multiplicity: 1.

Geometry (Å):
C 2.59 -0.34 0.06
C 1.55 0.26 -0.10
C 0.11 0.69 0.01
N -0.87 -0.48 -0.22
C -2.32 -0.13 0.17
H 3.69 -0.74 0.48
H -0.39 1.20 -0.77
H -0.27 1.55 0.68
H -0.44 -1.41 0.07
H -2.78 -1.00 -0.38
H -2.57 0.88 -0.47
H -2.66 -0.04 1.18

Löwdin population analysis, charges in e, atoms 1 to 4: C 0.0397; C -0.1460; C -0.2517; N -0.1670

No. 7
Computed, not measured: a structure of composition C4H7N, with the ωB97M-V functional and the def2-TZVPD basis.

For the total energy, the calculation gives -5749.80917 eV. Its orbital gap is 10.587 eV. As for the spin multiplicity: 1.

Geometry (Å):
C 1.36 -0.67 -0.27
C 0.47 0.37 0.36
C -1.26 0.91 -0.55
C -1.14 -0.14 0.49
N -0.06 1.36 -0.54
H 0.90 0.80 1.27
H -2.13 1.17 -1.16
H 2.32 -0.23 -0.54
H 1.56 -1.49 0.42
H 0.91 -1.09 -1.18
H -1.44 -1.15 0.21
H -1.48 0.16 1.48

Löwdin population analysis, charges in e, atoms 1 to 4: C -0.0821; C -0.3548; C -0.1675; C -0.0923

No. 8
Computed, not measured: the ion C4H7N with charge +1, with the ωB97M-V functional and the def2-TZVPD basis.

For the total energy, the calculation gives -5739.04633 eV. Its total charge is +1. Its orbital gap (spin up / spin down) is 7.260 / 9.274 eV. As for the expectation value of S²: 0.788. As for the spin multiplicity: 2.

Geometry (Å):
C -1.79 0.30 0.47
C -0.46 0.03 -0.08
C 0.17 -0.17 -1.29
C 2.04 -0.10 0.54
N 0.65 -0.02 0.64
H -1.96 1.27 0.94
H -2.60 0.12 -0.24
H -2.19 -0.37 1.26
H 0.65 0.58 -1.92
H 0.59 -1.17 -1.45
H 2.46 -0.31 -0.42
H 2.43 -0.15 1.55

Löwdin population analysis, charges in e, atoms 1 to 4: C 0.0088; C -0.3446; C 0.2647; C 0.1446

No. 9
Computed, not measured: the ion C4H7N2 with charge +1, with the ωB97M-V functional and the def2-TZVPD basis.

For the total energy, the calculation gives -7229.46184 eV. Its total charge is +1. Its orbital gap (spin up / spin down) is 6.956 / 6.804 eV. As for the spin multiplicity: 1.

Geometry (Å):
C -0.41 1.00 -1.07
C -0.83 2.31 -1.03
C -0.10 -0.21 -0.65
C 0.64 -2.11 0.80
N -0.80 2.99 0.08
N 0.44 -0.75 0.47
H -1.02 2.85 -1.87
H -0.41 2.54 0.98
H -0.58 -0.99 -1.34
H -0.17 -2.87 0.72
H 1.31 -2.43 0.05
H 1.06 -2.17 1.77
H 0.88 -0.14 1.10

Löwdin population analysis, charges in e, atoms 1 to 4: C 0.2212; C -0.1965; C -0.0419; C -0.0542

No. 10
Computed, not measured: the ion C4H7N2 with charge +1, with the ωB97M-V functional and the def2-TZVPD basis.

For the total energy, the calculation gives -7228.65800 eV. Its total charge is +1. Its orbital gap is 8.346 eV. As for the spin multiplicity: 1.

Geometry (Å):
C 1.87 -0.81 -0.45
C 2.14 -1.42 -1.51
C 1.33 0.11 0.38
C -0.14 0.40 0.20
N -1.03 -0.02 1.31
N -0.81 -0.13 -1.03
H 1.77 0.81 1.13
H -0.20 1.71 0.18
H -1.24 0.79 1.86
H -0.56 -0.79 1.79
H -1.43 0.61 -1.45
H -1.39 -0.72 -0.53
H -0.32 -0.53 -1.90

Löwdin population analysis, charges in e, atoms 1 to 4: C -0.1784; C 0.1532; C 0.0014; C -0.3696

No. 11
Computed, not measured: the ion C4H7N2 with charge +1, with the ωB97M-V functional and the def2-TZVPD basis.

For the total energy, the calculation gives -7235.52035 eV. Its total charge is +1. Its orbital gap is 11.052 eV. As for the spin multiplicity: 1.

Geometry (Å):
C -1.42 -0.87 -1.39
C -0.52 -0.24 -0.39
C -0.72 0.60 0.66
N 0.51 0.81 1.23
C 1.45 0.19 0.54
N 0.85 -0.46 -0.43
H -2.15 -1.53 -0.93
H -0.85 -1.42 -2.13
H -1.98 -0.12 -1.96
H -1.66 0.72 1.17
H 0.73 1.48 1.96
H 2.47 0.09 0.88
H 1.25 -1.09 -1.11

Löwdin population analysis, charges in e, atoms 1 to 4: C 0.0075; C -0.2317; C 0.0151; N 0.1132

No. 12
Computed, not measured: the ion C4H7N2 with charge +1, with the ωB97M-V functional and the def2-TZVPD basis.

For the total energy, the calculation gives -7230.80859 eV. Its total charge is +1. Its orbital gap is 7.303 eV. As for the spin multiplicity: 1.

Geometry (Å):
C -0.30 0.29 1.24
C -0.36 -1.07 0.62
C 1.01 -0.32 -1.28
C -0.33 2.43 0.00
N -0.43 1.37 0.56
N 0.16 -1.08 -0.78
H -0.24 0.45 2.21
H 0.35 -1.81 1.25
H -1.42 -1.38 0.59
H 1.30 -0.60 -2.30
H 1.28 0.54 -0.64
H -1.05 3.17 -0.23
H 0.03 -1.98 -1.25

Löwdin population analysis, charges in e, atoms 1 to 4: C -0.1280; C -0.0816; C 0.1675; C 0.1532

No. 13
Computed, not measured: a structure of composition C4H7N2, with the ωB97M-V functional and the def2-TZVPD basis.

For the total energy, the calculation gives -7230.38687 eV. Its total charge is +1. Its orbital gap is 8.470 eV. As for the spin multiplicity: 1.

Geometry (Å):
C 0.96 0.23 1.35
C -0.08 1.04 1.51
C -1.39 1.00 -0.66
C 0.72 -1.37 -0.88
N 0.47 -0.36 0.12
N -0.62 0.51 0.23
H 1.70 -0.11 1.94
H -0.39 1.82 2.08
H -1.51 0.57 -1.74
H -2.10 1.79 -0.43
H 1.18 -2.27 -0.50
H -0.22 -1.74 -1.32
H 1.29 -1.13 -1.72

Löwdin population analysis, charges in e, atoms 1 to 4: C 0.0781; C 0.0677; C 0.2217; C 0.0006

No. 14
Computed, not measured: the ion C4H7N2 with charge +1, with the ωB97M-V functional and the def2-TZVPD basis.

For the total energy, the calculation gives -7231.59308 eV. Its total charge is +1. Its orbital gap is 8.540 eV. As for the spin multiplicity: 1.

Geometry (Å):
H 1.10 1.47 0.86
N 1.96 0.96 0.76
C 2.00 -0.06 0.05
C 0.79 -0.84 -0.59
C -0.41 -0.66 0.25
C -1.40 0.19 0.07
N -2.46 0.79 -0.15
H 3.06 -0.53 0.11
H 0.83 -0.40 -1.67
H 0.91 -1.95 -0.46
H -0.46 -1.21 1.19
H -2.70 1.66 0.33
H -3.23 0.57 -0.76

Löwdin population analysis, charges in e, atoms 1 to 4: H 0.0455; N 0.1101; C -0.2418; C -0.1295

No. 15
Computed, not measured: a cluster of 2 separate species, C4H7N2 in total, with the ωB97M-V functional and the def2-TZVPD basis.

For the total energy, the calculation gives -7227.09929 eV. Its total charge is +1. Its orbital gap (spin up / spin down) is 9.696 / 8.740 eV. As for the spin multiplicity: 1.

Geometry (Å):
C -1.01 1.28 -0.10
C 0.73 -0.97 0.63
C 1.42 0.38 0.25
C -0.41 -0.49 -0.16
N 0.14 0.70 -0.43
N -1.65 0.08 0.04
H -1.62 2.29 -0.16
H 1.17 -1.88 0.16
H 0.64 -1.21 1.75
H 1.69 1.14 1.04
H 2.27 0.40 -0.39
H -0.75 -1.51 -2.70
H -2.64 -0.22 0.07

Löwdin population analysis, charges in e, atoms 1 to 4: C 0.0196; C -0.0325; C -0.0182; C -0.2530

No. 16
Computed, not measured: the ion C4H7N2 with charge +1, with the ωB97M-V functional and the def2-TZVPD basis.

For the total energy, the calculation gives -7231.25851 eV. Its total charge is +1. Its orbital gap is 10.134 eV. As for the spin multiplicity: 1.

Geometry (Å):
C -2.51 -0.89 1.04
C -1.22 -0.50 0.53
C -0.21 -0.11 0.03
C 1.48 0.45 -0.60
N 2.20 1.03 0.27
N 1.58 0.37 -1.87
H -2.26 -1.60 1.84
H -3.23 -1.37 0.24
H -2.99 -0.23 1.71
H 1.84 0.88 1.20
H 3.12 1.25 -0.08
H 1.03 -0.37 -2.30
H 2.26 0.97 -2.30

Löwdin population analysis, charges in e, atoms 1 to 4: C -0.0839; C -0.1505; C 0.1337; C -0.2760

No. 17
Computed, not measured: the ion C4H7N2 with charge +1, with the ωB97M-V functional and the def2-TZVPD basis.

For the total energy, the calculation gives -7229.60877 eV. Its total charge is +1. Its orbital gap (spin up / spin down) is 7.438 / 9.050 eV. As for the expectation value of S²: 2.015. As for the spin multiplicity: 3.

Geometry (Å):
C 2.30 0.78 0.17
C 0.92 -1.01 -0.29
C 0.12 0.17 0.07
C -1.25 0.41 0.25
N 2.17 -0.42 -0.32
N 0.91 1.17 0.29
H 0.68 -2.01 0.22
H 0.46 -1.06 -1.23
H -1.56 0.42 1.34
H -1.89 -0.33 -0.23
H -1.43 1.49 -0.05
H 3.02 -0.87 -0.56
H 0.53 2.06 0.45

Löwdin population analysis, charges in e, atoms 1 to 4: C 0.1713; C -0.0853; C -0.2980; C 0.0064

No. 18
Computed, not measured: the ion C4H7N2O with charge +1, with the ωB97M-V functional and the def2-TZVPD basis.

For the total energy, the calculation gives -9279.13987 eV. Its total charge is +1. Its orbital gap is 8.639 eV. As for the spin multiplicity: 1.

Geometry (Å):
H 0.05 -2.83 -0.20
N 0.79 -2.19 -0.02
C 0.71 -0.96 0.21
C 1.92 0.42 0.03
O 3.03 0.54 -0.22
C 0.54 1.27 0.18
C -0.33 0.16 0.52
N -1.50 -0.07 -0.46
H 0.57 2.00 1.05
H 0.21 1.83 -0.69
H -0.69 0.04 1.57
H -1.07 0.03 -1.40
H -2.26 0.74 -0.30
H -1.98 -0.98 -0.27

Löwdin population analysis, charges in e, atoms 1 to 4: H 0.0644; N 0.2051; C -0.1805; C -0.1869

No. 19
Computed, not measured: a structure of composition C4H7N2O, with the ωB97M-V functional and the def2-TZVPD basis.

For the total energy, the calculation gives -9279.90762 eV. Its total charge is +1. Its orbital gap is 8.771 eV. As for the spin multiplicity: 1.

Geometry (Å):
C -1.27 -1.23 -0.15
C -0.09 -1.17 0.48
C -2.06 0.00 -0.14
C 0.34 0.22 0.87
N -0.57 1.08 0.59
N 1.78 0.55 -0.74
O -3.03 0.56 -0.33
H -1.87 -2.11 -0.63
H 0.47 -1.98 0.56
H 1.06 0.23 1.66
H -0.47 2.10 0.56
H 2.34 1.30 -0.37
H 1.07 0.74 -1.41
H 2.30 -0.29 -0.94

Löwdin population analysis, charges in e, atoms 1 to 4: C 0.0191; C 0.0273; C -0.1506; C -0.1906

No. 20
Computed, not measured: the ion C4H7N2O with charge +1, with the ωB97M-V functional and the def2-TZVPD basis.

For the total energy, the calculation gives -9280.01324 eV. Its total charge is +1. Its orbital gap is 11.206 eV. As for the spin multiplicity: 1.

Geometry (Å):
C 1.82 -0.46 0.42
C 1.04 0.46 -0.50
N -0.38 0.20 -0.37
C -1.39 1.01 0.11
O -2.43 0.22 0.29
C -2.08 -0.98 -0.05
N -0.88 -1.02 -0.51
H 2.23 -1.43 -0.10
H 1.19 -0.77 1.20
H 2.54 0.22 0.69
H 1.30 0.65 -1.64
H 1.15 1.55 -0.04
H -1.28 2.06 0.44
H -2.85 -1.71 0.04

Löwdin population analysis, charges in e, atoms 1 to 4: C -0.0463; C -0.1701; N -0.0819; C 0.0769